Entry 1:
ORCA calculation (wB97M-V/def2-TZVPD) on C11H12O in the gas phase in a non-equilibrium geometry.

The relative energy (zero: lowest compared OMol25 entry of this formula, charge and spin) is 9.0 kcal per mole. The highest occupied orbital energy is -9.116 eV. As for the SMILES: O=C[C@@H]1CCCc2ccccc21. For the gap between HOMO and LUMO, the calculation gives 10.02 eV.

Cartesian coordinates (Å):
O: -0.157 2.735 2.334
C: 0.383 1.855 1.706
C: 0.040 0.357 1.548
C: 1.260 -0.564 1.689
C: 2.029 -0.664 0.335
C: 1.165 -1.289 -0.704
C: -0.181 -0.579 -0.816
C: -0.848 -0.771 -2.024
C: -2.005 -0.105 -2.309
C: -2.506 0.722 -1.283
C: -1.886 0.879 -0.068
C: -0.705 0.177 0.209
H: 1.448 2.075 1.312
H: -0.547 0.027 2.409
H: 0.989 -1.589 2.071
H: 2.062 -0.221 2.405
H: 2.889 -1.386 0.539
H: 2.384 0.321 -0.048
H: 1.141 -2.325 -0.458
H: 1.605 -1.267 -1.717
H: -0.430 -1.339 -2.823
H: -2.409 -0.011 -3.407
H: -3.385 1.358 -1.578
H: -2.336 1.606 0.677

natural (NBO) population analysis, charges in e, atoms 1 to 5: O -0.5112; C 0.4709; C -0.3653; C -0.3949; C -0.3966



Entry 2:
ORCA calculation (wB97M-V/def2-TZVPD) on C4H6N2 in the gas phase in a non-equilibrium geometry.

The relative energy (zero: lowest compared OMol25 entry of this formula, charge and spin) is 113.4 kcal per mole. The highest occupied orbital energy is -9.388 eV. As for the SMILES: N#C[C@@H]1CCN1. For the gap between HOMO and LUMO, the calculation gives 9.78 eV.

Cartesian coordinates (Å):
N: 0.893 2.915 1.342
C: 0.313 1.927 0.768
C: 0.090 0.504 0.496
C: 0.858 -0.317 -0.497
C: -0.514 -1.118 -0.790
N: -1.186 -0.051 -0.250
H: 0.026 0.325 1.753
H: 1.355 0.000 -1.307
H: 1.715 -0.834 0.027
H: -1.084 -1.285 -1.791
H: -0.428 -2.059 -0.245
H: -2.038 -0.007 0.494

natural (NBO) population analysis, charges in e, atoms 1 to 5: N -0.3075; C 0.2463; C -0.1647; C -0.3978; C -0.2119



Entry 3:
ORCA calculation (wB97M-V/def2-TZVPD) on C6H14N2 in the gas phase in a non-equilibrium geometry.

The relative energy (zero: lowest compared OMol25 entry of this formula, charge and spin) is 73.2 kcal per mole. The highest occupied orbital energy is -8.554 eV. As for the SMILES: [H]/N=C(/N)C(C)(C)CC. For the gap between HOMO and LUMO, the calculation gives 9.33 eV.

Cartesian coordinates (Å):
H: -2.374 -0.174 -0.482
N: -2.085 0.245 0.401
C: -0.802 0.525 0.443
N: -0.379 1.723 1.084
C: 0.251 -0.042 -0.598
C: -0.392 -0.576 -1.881
C: 1.346 0.968 -0.969
C: 0.733 -1.163 0.254
C: -0.032 -0.955 1.914
H: -0.258 2.483 0.424
H: -1.085 2.006 1.758
H: 0.360 -1.044 -2.524
H: -1.137 -1.348 -1.673
H: -0.890 0.228 -2.430
H: 0.919 1.816 -1.513
H: 1.880 1.338 -0.092
H: 2.097 0.504 -1.616
H: 0.342 -2.156 0.036
H: 1.800 -1.180 0.467
H: 0.898 -0.751 2.449
H: -0.816 -0.466 2.498
H: -0.379 -1.981 2.051

natural (NBO) population analysis, charges in e, atoms 1 to 5: H 0.3469; N -0.7800; C 0.5395; N -0.8791; C -0.1929



Entry 4:
ORCA calculation (wB97M-V/def2-TZVPD) on a molecular structure, C13H36CrK2O25P2V in a non-equilibrium geometry.

As for the expectation value of S²: 3.866. The relative energy (zero: lowest compared OMol25 entry of this formula, charge and spin) is 25.1 kcal per mole. As for the multiplicity: 4. The highest occupied orbital energy (spin up / spin down) is -0.896 / -0.896 eV. As for the net charge: -2. For the gap between HOMO and LUMO (spin up / spin down), the calculation gives 4.09 / 4.08 eV.

Cartesian coordinates (Å):
K: -1.296 -0.594 3.647
K: -3.869 -0.660 -0.031
Cr: 0.443 -1.469 -1.089
O: -0.201 3.492 2.175
V: -1.634 2.854 2.142
O: -2.292 3.431 0.817
P: -3.167 2.300 4.319
O: -3.558 3.202 3.119
O: -1.628 1.970 4.065
O: -3.923 0.976 4.417
O: -3.034 2.998 5.678
P: -0.551 0.129 0.432
O: -0.485 0.374 -1.112
O: -1.055 -1.337 0.192
O: -1.249 0.998 1.430
O: 0.888 -0.477 0.595
C: -0.214 -3.025 -2.851
O: 1.010 -2.523 -2.886
O: -0.257 -3.422 -1.578
O: -0.861 -1.883 -2.891
C: 2.607 0.771 -2.769
C: 1.552 1.189 -3.790
O: 0.598 2.073 -3.252
O: 2.305 -0.213 -1.755
H: 3.163 1.612 -2.347
H: 3.419 0.369 -3.401
H: 1.047 0.341 -4.269
H: 2.034 1.731 -4.607
H: 0.134 1.595 -2.540
H: 3.153 -0.519 -1.428
C: 2.670 -3.056 1.021
C: 3.236 -4.441 0.877
O: 4.433 -4.459 0.109
O: 2.216 -2.555 -0.260
H: 3.442 -2.398 1.428
H: 1.759 -2.975 1.611
H: 2.479 -5.123 0.475
H: 3.400 -4.889 1.862
H: 4.178 -4.705 -0.785
H: 2.959 -2.712 -0.858
C: -4.741 1.687 -3.425
C: -3.254 1.462 -3.242
O: -2.948 1.043 -1.915
O: -5.441 0.442 -3.627
H: -4.850 2.400 -4.243
H: -5.181 2.171 -2.549
H: -2.794 2.439 -3.419
H: -2.852 0.714 -3.930
H: -1.981 0.922 -1.880
H: -4.890 -0.225 -3.208
C: 1.333 3.739 -0.504
C: 0.420 4.911 -0.797
O: 1.225 6.003 -1.308
O: 2.291 3.997 0.526
H: 1.925 3.482 -1.383
H: 0.761 2.892 -0.115
H: -0.241 5.228 0.007
H: -0.199 4.592 -1.636
H: 1.587 6.464 -0.547
H: 2.585 3.162 0.908
C: 2.621 1.324 2.991
C: 2.663 -0.080 3.633
O: 1.546 -0.900 3.255
O: 2.728 1.326 1.586
H: 3.418 1.909 3.446
H: 1.626 1.696 3.264
H: 2.600 0.030 4.713
H: 3.638 -0.443 3.281
H: 1.312 -0.692 2.333
H: 2.143 0.685 1.133
C: -1.605 -4.329 1.742
C: -2.771 -4.670 0.769
O: -2.821 -3.803 -0.360
O: -1.613 -2.958 2.104
H: -0.652 -4.603 1.283
H: -1.706 -4.825 2.708
H: -3.705 -4.503 1.310
H: -2.762 -5.726 0.490
H: -1.924 -3.495 -0.616
H: -1.340 -2.435 1.312

Löwdin population analysis, charges in e, atoms 1 to 5: K 0.8603; K 0.8890; Cr 1.0076; O -0.3565; V 0.8229



Entry 5:
ORCA calculation (wB97M-V/def2-TZVPD) on a molecular structure, C33H41N6O2PtSTe.

The relative energy (zero: lowest compared OMol25 entry of this formula, charge and spin) is 0.0 kcal per mole. The highest occupied orbital energy is -15.462 eV. As for the net charge: +3. For the gap between HOMO and LUMO, the calculation gives 6.79 eV.

Cartesian coordinates (Å):
Pt: -0.124 0.209 1.019
C: 3.455 -5.526 3.116
C: 3.043 -4.210 2.520
C: 3.582 -3.730 1.340
C: 3.226 -2.488 0.787
C: 3.840 -2.112 -0.444
N: 3.659 -0.964 -1.016
C: 4.138 -0.572 -2.343
C: 2.974 -0.477 -3.338
C: 1.866 0.381 -2.743
N: 0.802 0.696 -3.699
C: -0.029 1.691 -3.597
C: -0.141 2.605 -2.499
C: -0.405 3.939 -2.853
C: -0.367 4.977 -1.937
C: -0.579 6.407 -2.347
C: -0.082 4.620 -0.626
C: 0.072 3.295 -0.200
C: 0.408 3.100 1.192
N: 0.455 1.997 1.838
C: 0.966 1.991 3.218
C: -0.064 1.558 4.262
C: -0.852 0.288 3.898
N: -0.105 -0.510 2.909
C: 0.673 -1.446 3.333
C: 1.654 -2.182 2.588
C: 2.089 -3.399 3.125
C: 2.257 -1.650 1.416
O: 1.991 -0.469 0.962
C: -0.008 2.240 -1.132
O: -0.027 0.968 -0.835
H: 4.417 -5.851 2.725
H: 2.724 -6.304 2.889
H: 3.540 -5.456 4.200
H: 4.327 -4.326 0.821
H: 4.486 -2.825 -0.951
H: 3.061 -0.329 -0.476
H: 4.880 -1.293 -2.679
H: 4.631 0.396 -2.244
H: 2.596 -1.478 -3.559
H: 3.354 -0.047 -4.266
H: 2.263 1.338 -2.389
H: 1.406 -0.114 -1.892
H: 0.792 0.174 -4.568
H: -0.626 1.886 -4.483
H: -0.597 4.166 -3.898
H: -1.298 6.478 -3.162
H: 0.355 6.855 -2.689
H: -0.948 7.005 -1.515
H: -0.003 5.404 0.120
H: 0.682 4.005 1.733
H: 1.328 2.988 3.469
H: 1.828 1.322 3.224
H: -0.772 2.363 4.460
H: 0.490 1.393 5.187
H: -1.812 0.548 3.465
H: -1.037 -0.313 4.790
H: 0.576 -1.699 4.390
H: 1.655 -3.725 4.066
C: -3.351 -3.378 2.409
N: -2.388 -2.579 1.642
C: -1.949 -2.725 0.404
S: -0.612 -1.752 -0.183
N: -2.415 -3.593 -0.477
C: -3.545 -4.529 -0.398
H: -3.127 -3.231 3.462
H: -3.239 -4.435 2.189
H: -4.375 -3.060 2.224
H: -1.928 -1.840 2.148
H: -1.932 -3.577 -1.362
H: -3.244 -5.483 0.031
H: -3.892 -4.698 -1.413
H: -4.364 -4.100 0.167
Te: -2.731 0.860 0.957
C: -3.021 1.617 -0.964
C: -3.169 2.993 -1.128
C: -3.510 3.501 -2.375
C: -3.690 2.643 -3.451
C: -3.527 1.270 -3.289
C: -3.199 0.753 -2.046
H: -3.036 3.662 -0.288
H: -3.656 4.566 -2.499
H: -3.981 3.041 -4.414
H: -3.694 0.603 -4.125
H: -3.094 -0.316 -1.909

Löwdin population analysis, charges in e, atoms 1 to 5: Pt 1.0086; C -0.0205; C -0.2326; C 0.0601; C -0.1019